A 6-piece molecular cluster, C2H18NO5 overall in a non-equilibrium geometry, computed with ωB97M-V/def2-TZVPD.

Computed properties:
DFT total energy ... -517.685360 Eh
Energy above the lowest of the compared OMol25 structures with the same formula, charge and spin ... 171.91 kJ/mol
HOMO-LUMO gap ... 10.9 eV
Charge ... +1
HOMO level ... -0.50368 Ha
Multiplicity ... 1
LUMO ... -2.84 eV

Positions of all 26 atoms, in Å:
C -0.2589 1.9797 2.0366
N -0.8151 2.1699 0.6996
C -0.9002 3.4842 0.0074
H 0.0471 0.7601 2.1184
H 0.7541 2.4614 2.2051
H -0.9740 2.3294 2.8581
H -1.6722 1.7087 0.6938
H -0.1274 1.5881 0.0798
H 0.1398 3.6828 -0.3020
H -1.2159 4.2761 0.6902
H -1.5749 3.4723 -0.7805
H 0.0267 -3.2153 -2.9184
H -0.2403 -1.7411 -2.7463
O -0.0446 -2.5260 -2.2781
H 1.5626 -0.8047 0.8881
H 2.8965 0.1349 1.0563
O 1.9396 0.0875 1.0382
H -0.9927 -3.5326 -1.1370
H -2.3793 -3.5108 -0.5116
O -1.5286 -3.7268 -0.3209
H 1.4373 1.8426 -2.2508
H 1.7569 0.8507 -1.2218
O 1.0750 1.4759 -1.4549
H -0.2825 -2.8016 1.1673
H 0.4996 -2.1831 -0.0099
O 0.1835 -1.9719 0.8856

Cartesian forces, eV/Å:
1.722 -2.147 2.930
3.068 -0.910 -2.022
2.138 0.930 2.179
-1.270 3.525 -0.026
-1.401 -0.249 -0.651
0.945 -0.616 -1.320
-1.957 -1.019 -0.221
-1.442 0.989 0.691
-0.691 0.184 -0.152
0.055 -0.253 0.149
-1.032 -0.453 -1.569
0.254 -0.712 -0.904
-0.405 1.281 -0.801
0.498 -0.552 1.347
0.667 0.178 0.610
0.052 -0.628 0.040
-0.616 0.513 -0.500
-1.034 -0.011 1.225
-3.865 0.912 -0.887
4.438 -1.153 0.001
-0.083 0.688 -0.831
0.254 -0.567 0.782
-0.322 -0.123 0.253
0.439 1.037 -0.530
-0.510 -0.170 0.234
0.098 -0.676 -0.027